CH6N4O as an isolated structure in a non-equilibrium geometry. Source: the Open Molecules 2025 dataset; level of theory: the ωB97M-V functional and the def2-TZVPD basis.

Structure (XYZ):
```
12
CH6N4O, DFT the ωB97M-V functional and the def2-TZVPD basis
C 0.81535 1.23425 -0.08972
N 0.50207 -0.06620 0.46140
N -1.25287 -0.17158 0.81130
O -1.78552 0.83625 0.35919
H 0.89124 -0.24950 1.37763
H -0.13156 1.68475 -0.43052
H 1.47329 1.13711 -0.95067
H 1.25308 1.89701 0.65356
N 0.03687 -2.15098 -1.14873
N -1.07145 -2.14271 -0.88692
H -1.41317 -1.09991 0.08778
H 0.68267 -0.90850 -0.24431
```

Energy above the lowest of the compared OMol25 structures with the same formula, charge and spin, eV: 4.9619
Multiplicity: 1
Orbital gap (alpha / beta), eV: 7.762 / 7.770
Calculated total energy, eV: -9137.97147
HOMO energy (alpha / beta), eV: -7.406 / -7.411

***

CH6N4O2 as an isolated structure in a non-equilibrium geometry. Source: the Open Molecules 2025 dataset; level of theory: the ωB97M-V functional and the def2-TZVPD basis.

Structure (XYZ):
```
13
CH6N4O2, DFT the ωB97M-V functional and the def2-TZVPD basis
C 0.21093 -0.22553 0.19512
H -2.28914 -0.81903 1.12878
H -2.66317 -0.98849 -0.45399
H 1.64304 -1.64541 -0.44497
H 2.52962 0.28340 -1.01708
H 1.43839 1.23895 0.25692
H -1.43396 1.20254 -0.28053
N -2.00882 -0.42671 0.10078
N -0.80509 -0.99071 -0.11025
N 1.44118 -0.85169 0.19442
N 0.20493 1.11893 0.60675
O 2.45002 0.23403 0.04376
O -0.71792 1.86973 -0.21971
```

Energy above the lowest of the compared OMol25 structures with the same formula, charge and spin, eV: 5.7770
Multiplicity: 1
Orbital gap, eV: 8.515
Calculated total energy, eV: -11183.23399
HOMO energy, eV: -8.340

***

One molecule with the formula CH6N4O2 in a non-equilibrium geometry. Source: the Open Molecules 2025 dataset; level of theory: the ωB97M-V functional and the def2-TZVPD basis.

Structure (XYZ):
```
13
CH6N4O2, DFT the ωB97M-V functional and the def2-TZVPD basis
N -1.82286 -0.58432 0.23068
N -0.47579 -1.09795 -0.20197
C 0.28614 -0.15509 -0.02119
N -0.19446 1.03850 0.40135
O -1.40930 1.58725 -0.20367
N 1.60108 -0.43525 0.34025
O 2.66283 0.50494 0.04535
H -1.78882 -0.53641 1.28933
H -2.49182 -1.26391 -0.28750
H -1.69682 0.24348 -0.65211
H 0.56376 1.63735 0.46832
H 1.88614 -1.31745 -0.35224
H 2.87993 0.37885 -1.05662
```

Energy above the lowest of the compared OMol25 structures with the same formula, charge and spin, eV: 7.7692
Multiplicity: 1
Orbital gap, eV: 8.343
Calculated total energy, eV: -11181.24180
SMILES string: [NH3+]/N=C(\N[O-])NO
HOMO energy, eV: -8.159